(1)
The following is a DFT calculation (ωB97M-V/def2-TZVPD) of C28H21BrF6N7O6S2Sn as an isolated structure.

Output
**Energy above the lowest of the compared OMol25 structures with the same formula, charge and spin**: 0.00 kcal/mol
**Calculated total energy**: -165945.5646 eV
**Orbital gap**: 7.3 eV
**F_max**: 0.54 eV/Å

Geometry as ORCA input:
```
! wB97M-V def2-TZVPD RIJCOSX def2/J DEFGRID3
* xyz -1 1
Sn 0.0705 -0.7146 -0.0237
C -1.0605 -1.1628 6.4022
C -0.8416 -0.4886 5.0752
C -1.8927 0.1077 4.3811
C -1.7093 0.6420 3.1232
C -0.4594 0.6413 2.4955
N -0.2916 1.0921 1.1680
C -0.7404 2.3552 0.8586
C -0.8685 3.3467 1.8555
C -1.2846 4.6341 1.5904
C -1.6174 5.0377 0.3014
C -2.0745 6.4392 -0.0030
C -1.4968 4.0858 -0.6950
C -1.0470 2.7925 -0.4496
N -0.9488 1.9385 -1.5883
C -0.6719 2.3076 -2.8545
C -0.8623 1.2085 -3.6614
C -1.2485 0.1910 -2.7829
N -1.2924 0.6407 -1.5340
C 0.5917 0.0608 3.2120
C 0.3998 -0.5079 4.4651
N 1.9057 0.0308 2.6616
C 3.0690 0.3306 3.2755
C 4.0766 0.1186 2.3627
C 3.4181 -0.3169 1.2018
N 2.1124 -0.3623 1.3986
H -1.9663 -0.7936 6.8831
H -0.2212 -0.9937 7.0784
H -1.1700 -2.2409 6.2683
H -2.8854 0.1070 4.8161
H -2.5512 1.0506 2.5792
H -0.6115 3.0786 2.8708
H -1.3548 5.3418 2.4097
H -2.5638 6.8878 0.8622
H -2.7830 6.4526 -0.8326
H -1.2351 7.0836 -0.2773
H -1.7889 4.3417 -1.7069
H -0.3529 3.3092 -3.0854
H -0.7152 1.1472 -4.7253
H -1.4612 -0.8507 -2.9696
H 1.2376 -1.0000 4.9461
H 3.0813 0.6813 4.2929
H 5.1320 0.2646 2.5100
H 3.8241 -0.5933 0.2421
F -3.9046 -4.4385 3.0130
C -2.5840 -4.3493 3.1818
F -2.3585 -3.7708 4.3724
F -2.0784 -5.5822 3.2208
S -1.8082 -3.3249 1.8596
O -2.5376 -2.0860 1.8976
O -0.4195 -3.3066 2.2227
N -2.0941 -4.2468 0.6209
S -2.7764 -3.8212 -0.7275
O -2.5647 -4.8446 -1.7044
O -2.5770 -2.4478 -1.1070
C -4.5982 -3.9331 -0.3987
F -5.0391 -2.9269 0.3523
F -4.8997 -5.0813 0.2171
F -5.2607 -3.9025 -1.5626
Br 5.2750 0.2166 -6.4503
C 4.2678 0.9466 -5.0185
C 4.1230 2.3218 -4.9231
N 3.4293 2.8991 -3.9476
C 2.8548 2.1078 -3.0423
C 2.9526 0.7222 -3.0624
C 3.6827 0.1239 -4.0771
C 2.2826 -0.1427 -2.0124
O 2.5027 -1.3483 -2.0012
O 1.4702 0.4951 -1.2549
H 4.5828 2.9736 -5.6570
H 2.2853 2.5867 -2.2554
H 3.7751 -0.9537 -4.1016
*
```

(2)
The following is a DFT calculation (ωB97M-V/def2-TZVPD) of C28H21GeIPtTe4 as an isolated structure.

Output
**Energy above the lowest of the compared OMol25 structures with the same formula, charge and spin**: 117.72 kcal/mol
**Calculated total energy**: -126412.0449 eV
**Orbital gap (alpha / beta)**: 5.5 / 4.8 eV
**F_max**: 2.01 eV/Å
**⟨S²⟩**: 0.7705

Geometry as ORCA input:
```
! wB97M-V def2-TZVPD RIJCOSX def2/J DEFGRID3
* xyz -1 2
Pt -0.3682 -0.2363 1.1039
I 2.4283 -0.3886 0.3802
C 2.8045 -0.1567 2.4826
C 4.0991 -0.0387 2.8489
C 4.4128 0.0097 4.2247
C 3.4209 -0.0803 5.1537
C 2.0611 -0.1999 4.7702
C 1.0321 -0.2898 5.7406
C -0.2689 -0.3961 5.3512
C -0.6056 -0.4044 3.9766
C 0.3557 -0.3139 3.0047
C 1.7190 -0.2322 3.3902
H 4.8824 0.0014 2.1004
H 5.4481 0.1048 4.5268
H 3.6546 -0.0633 6.2123
H 1.3022 -0.2739 6.7905
H -1.0579 -0.4709 6.0904
H -1.6522 -0.4847 3.6995
Te 0.3646 2.1998 0.5015
Te 3.3517 2.4579 0.1002
Te 4.8269 -1.4853 -0.3291
Te 0.8224 -2.6093 0.8132
C -4.5507 -2.9198 2.8069
C -3.6541 -3.3934 1.8556
C -3.0712 -2.5137 0.9540
C -3.3616 -1.1446 0.9731
C -4.2822 -0.6947 1.9227
C -4.8739 -1.5707 2.8282
Ge -2.3786 0.1035 -0.2570
C -3.3014 1.8142 0.1326
C -4.2146 2.3932 -0.7500
C -4.8268 3.6079 -0.4609
C -4.5363 4.2713 0.7231
C -3.6499 3.7009 1.6276
C -3.0426 2.4860 1.3316
C -3.0360 -0.3990 -2.0422
C -2.6090 0.3231 -3.1610
C -3.0734 0.0187 -4.4340
C -3.9698 -1.0274 -4.6126
C -4.4018 -1.7556 -3.5136
C -3.9383 -1.4440 -2.2391
H -4.9954 -3.5995 3.5237
H -3.3949 -4.4452 1.8275
H -2.3781 -2.9006 0.2135
H -4.5433 0.3565 1.9575
H -5.5859 -1.1951 3.5543
H -4.4533 1.8882 -1.6795
H -5.5314 4.0382 -1.1630
H -4.9982 5.2271 0.9397
H -3.4228 4.2039 2.5597
H -2.3617 2.0498 2.0565
H -1.9041 1.1394 -3.0354
H -2.7321 0.5937 -5.2862
H -4.3308 -1.2728 -5.6041
H -5.1034 -2.5706 -3.6453
H -4.2942 -2.0164 -1.3911
*
```

(3)
The following is a DFT calculation (ωB97M-V/def2-TZVPD) of C28H21I2N2O4STa as an isolated structure.

Output
**Energy above the lowest of the compared OMol25 structures with the same formula, charge and spin**: 26.65 kcal/mol
**Calculated total energy**: -69122.9510 eV
**Orbital gap**: 6.6 eV
**F_max**: 1.52 eV/Å

Geometry as ORCA input:
```
! wB97M-V def2-TZVPD RIJCOSX def2/J DEFGRID3
* xyz 2 1
Ta -0.1362 0.2546 -1.2112
I -0.5046 5.0906 -2.7110
C 1.1896 3.9535 -2.4296
C 2.4689 4.5792 -2.4197
C 3.6147 3.8662 -2.2007
I 5.4327 4.8570 -2.1954
C 3.5430 2.4585 -1.9643
C 4.6278 1.6104 -1.6606
C 4.4020 0.2872 -1.3627
C 3.1006 -0.2137 -1.3520
N 2.0491 0.5260 -1.6936
C 2.2890 1.8376 -2.0138
C 1.1400 2.6099 -2.2563
O -0.0062 1.8510 -2.2019
H 2.5163 5.6467 -2.5840
H 5.6316 2.0157 -1.6403
H 5.2179 -0.3725 -1.1059
H 2.9071 -1.2306 -1.0395
N -2.1853 0.5029 -1.9000
C -3.2034 -0.5514 -1.9051
C -4.5185 -0.1658 -2.1028
C -5.5127 -1.1278 -2.1163
C -5.1703 -2.4611 -1.9412
C -3.8506 -2.8262 -1.7478
C -2.8280 -1.8725 -1.7078
C -1.4104 -2.3149 -1.5871
C -1.1397 -3.5631 -1.0241
C 0.1135 -4.1459 -1.1465
C 1.1169 -3.5144 -1.8674
C 0.9033 -2.2283 -2.3397
C -0.3310 -1.5834 -2.1501
H -2.0741 0.8873 -2.8406
H -2.5451 1.2726 -1.3302
H -4.7612 0.8808 -2.2453
H -6.5423 -0.8385 -2.2740
H -5.9347 -3.2254 -1.9721
H -3.6118 -3.8763 -1.6620
H -1.9256 -4.1050 -0.5171
H 0.2899 -5.1228 -0.7158
H 2.0583 -4.0143 -2.0541
H 1.6856 -1.7229 -2.8871
C 0.1064 0.0199 7.1751
C 0.0884 0.1727 5.6854
C -1.1070 0.3824 4.9994
C -1.1210 0.5409 3.6267
C 0.0978 0.4956 2.9500
C 1.3193 0.2880 3.6015
C 1.2914 0.1230 4.9669
S 0.1223 0.7140 1.2721
O 1.0197 1.7324 0.7805
O -1.2266 0.8934 0.6051
O 0.5550 -0.5818 0.5300
H -0.8829 -0.2063 7.5663
H 0.4504 0.9462 7.6403
H 0.7948 -0.7698 7.4741
H -2.0378 0.4197 5.5498
H -2.0490 0.6996 3.0944
H 2.2548 0.2630 3.0588
H 2.2184 -0.0436 5.5002
*
```

(4)
The following is a DFT calculation (ωB97M-V/def2-TZVPD) of C28H21IO3PbS3 as an isolated structure.

Output
**Energy above the lowest of the compared OMol25 structures with the same formula, charge and spin**: 2.19 kcal/mol
**Calculated total energy**: -81372.8145 eV
**Orbital gap**: 7.3 eV
**F_max**: 0.66 eV/Å

Geometry as ORCA input:
```
! wB97M-V def2-TZVPD RIJCOSX def2/J DEFGRID3
* xyz 0 1
Pb 1.7440 0.0736 0.9105
I 4.0808 -1.4030 1.2964
O 1.7641 1.7581 2.9789
C 2.3424 2.4610 2.1597
O 2.6008 2.0837 0.9591
H 2.7161 3.4616 2.4098
C -3.2625 -2.0802 5.8108
C -2.9492 -2.8235 4.6800
C -1.9722 -2.3888 3.7996
C -1.2853 -1.1987 4.0415
C -1.5968 -0.4681 5.1889
C -2.5812 -0.8979 6.0641
C -0.2375 -0.6504 3.1627
C 0.0405 -0.9603 1.9086
C -0.6415 -1.8495 0.9566
C -0.0427 -3.0248 0.5086
C -0.6994 -3.8406 -0.3994
C -1.9540 -3.4866 -0.8744
C -2.5501 -2.3081 -0.4422
C -1.8973 -1.4903 0.4621
H -4.0293 -2.4243 6.4924
H -3.4695 -3.7512 4.4803
H -1.7436 -2.9846 2.9249
H -1.0595 0.4509 5.3907
H -2.8106 -0.3133 6.9452
H 0.3613 0.1228 3.6351
H 0.9396 -3.3005 0.8753
H -0.2266 -4.7522 -0.7402
H -2.4635 -4.1224 -1.5867
H -3.5226 -2.0202 -0.8204
H -2.3504 -0.5643 0.7929
O 1.1084 -0.0740 -1.0699
C 1.0766 0.9175 -2.0792
C -0.0981 1.8569 -1.8544
C -0.7257 2.6751 -2.7395
C -1.7480 3.4637 -2.1349
C -1.8772 3.2215 -0.8040
S -0.7802 2.0110 -0.2863
C 0.8702 0.1809 -3.3872
C 1.3754 0.4583 -4.6185
C 0.8861 -0.4285 -5.6217
C 0.0259 -1.3527 -5.1179
S -0.2062 -1.1584 -3.4318
C 2.3687 1.7003 -2.1185
C 2.5797 3.0385 -2.2373
C 3.9620 3.3795 -2.2054
C 4.7607 2.2915 -2.0491
S 3.8512 0.8459 -1.9549
H -0.4679 2.7081 -3.7890
H -2.3635 4.1713 -2.6710
H -2.5762 3.6558 -0.1089
H 2.0775 1.2607 -4.7984
H 1.1760 -0.3859 -6.6613
H -0.4702 -2.1512 -5.6451
H 1.7776 3.7564 -2.3287
H 4.3375 4.3894 -2.2811
H 5.8355 2.2604 -1.9779
*
```